# 1
Formula: C31H36CoF6N11O3PS
Source: OMol25
Level of theory: ωB97M-V/def2-TZVPD

Last column: Löwdin spin population.
Positions of all 90 atoms, in Å:
Co (-0.9034, -0.2209, -0.1691)  0.952
C (0.1217, 1.2981, 4.8263)  0.000
N (-0.3453, 0.3853, 3.7931)  0.000
C (-0.1873, -0.9736, 3.8057)  0.000
C (-0.6013, -1.4243, 2.5906)  0.000
N (-0.9957, -0.3575, 1.8338)  -0.003
C (-0.8304, 0.7237, 2.5771)  0.000
P (-1.2692, 2.4153, 2.0750)  0.000
C (-2.5468, 1.9535, 0.8608)  -0.001
N (-2.4331, 1.0205, -0.0715)  -0.007
C (-3.5908, 1.0129, -0.7881)  -0.001
C (-4.4251, 1.9674, -0.2833)  0.000
N (-3.7582, 2.5521, 0.7606)  -0.001
C (-4.2601, 3.6388, 1.5860)  0.000
C (0.0368, 2.7569, 0.8670)  0.002
N (0.2229, 2.0427, -0.2208)  0.026
C (1.2910, 2.5949, -0.8578)  0.002
C (1.7502, 3.6654, -0.1401)  0.001
N (0.9378, 3.7722, 0.9519)  0.000
C (1.1922, 4.6241, 2.1004)  0.000
H (0.1481, 0.7654, 5.7732)  0.000
H (1.1206, 1.6517, 4.5749)  0.000
H (-0.5667, 2.1372, 4.9105)  0.000
H (0.2398, -1.4849, 4.6499)  0.000
H (-0.6201, -2.4293, 2.2061)  0.000
H (-3.7513, 0.3040, -1.5797)  0.000
H (-5.4208, 2.2668, -0.5598)  0.000
H (-5.3053, 3.8031, 1.3393)  0.000
H (-4.1822, 3.3818, 2.6400)  0.000
H (-3.7030, 4.5554, 1.3994)  0.000
H (1.6709, 2.1936, -1.7835)  0.000
H (2.5670, 4.3483, -0.3027)  0.000
H (1.5157, 5.6054, 1.7591)  0.000
H (0.2753, 4.7403, 2.6744)  0.000
H (1.9586, 4.1681, 2.7244)  0.000
N (8.2304, 0.7269, -0.0375)  0.000
C (6.9464, 0.6412, 0.5001)  0.000
C (6.0158, 1.6582, 0.2754)  0.000
C (4.7625, 1.5989, 0.8585)  0.000
C (4.4182, 0.5233, 1.6630)  0.000
C (5.3342, -0.4914, 1.8943)  0.000
C (6.5904, -0.4312, 1.3198)  0.000
S (2.8023, 0.4469, 2.3808)  0.000
O (2.4443, 1.8132, 2.7274)  0.000
O (2.8589, -0.4769, 3.4933)  0.000
N (1.7758, 0.0088, 1.2560)  0.001
C (1.7854, -1.1624, 0.6252)  0.000
N (2.8083, -2.0441, 0.7200)  -0.001
C (2.7297, -3.1599, 0.0218)  -0.001
C (1.6536, -3.4857, -0.7926)  0.000
C (0.6255, -2.5687, -0.8247)  -0.001
N (0.6746, -1.4273, -0.1376)  -0.010
H (8.3098, 1.2904, -0.8681)  0.000
H (8.7146, -0.1516, -0.1270)  0.000
H (6.2867, 2.5026, -0.3488)  0.000
H (4.0395, 2.3868, 0.6913)  0.000
H (5.0458, -1.3262, 2.5177)  0.000
H (7.3088, -1.2214, 1.5071)  0.000
H (3.5721, -3.8397, 0.1224)  0.000
H (1.6012, -4.4140, -1.3407)  0.000
H (-0.2953, -2.7299, -1.3746)  0.000
C (-3.9021, -2.1768, 1.0435)  0.000
C (-3.2670, -2.6398, -0.2807)  0.004
O (-2.3438, -1.8071, -0.7871)  0.034
C (-4.4107, -2.8138, -1.3189)  0.002
F (-5.0930, -1.6516, -1.4625)  0.000
F (-3.9564, -3.1329, -2.5460)  0.000
F (-5.3245, -3.7487, -0.9881)  0.001
C (-2.6306, -4.0364, -0.0290)  0.000
F (-2.1523, -4.5961, -1.1579)  0.000
F (-3.4636, -4.9374, 0.5331)  0.000
F (-1.5802, -3.9139, 0.8130)  0.000
H (-4.2906, -1.1695, 0.8987)  0.000
H (-3.1215, -2.1357, 1.8011)  0.000
H (-4.7041, -2.8317, 1.3858)  0.000
C (-0.5652, 0.0051, -5.5875)  0.000
C (-1.4271, -0.7628, -4.5809)  0.000
C (-2.9190, -0.4720, -4.7921)  0.000
C (-1.1611, -2.2744, -4.6621)  0.000
C (-1.0733, -0.3457, -3.2184)  -0.001
N (-0.7860, -0.1040, -2.1399)  0.002
H (-0.8278, -0.3181, -6.5956)  0.000
H (0.4950, -0.1921, -5.4273)  0.000
H (-0.7365, 1.0795, -5.5143)  0.000
H (-3.2010, -0.7852, -5.7984)  0.000
H (-3.1281, 0.5940, -4.6917)  0.000
H (-3.5242, -1.0248, -4.0734)  0.000
H (-1.4574, -2.6347, -5.6484)  0.000
H (-1.7376, -2.8048, -3.9039)  0.000
H (-0.1017, -2.4899, -4.5167)  0.000

Results
Frontier orbital gap (spin up / spin down)   7.92 / 7.91 eV
2S+1   2
Energy relative to the best compared isomer or geometry (same formula, charge and spin)   0.00 kcal per mole
<S²>   0.755
F_max   0.34 eV/Å
Electronic energy   -129324.246 eV



# 2
Formula: C27H48OP2Sn
Source: OMol25
Level of theory: ωB97M-V/def2-TZVPD

Last column: Mulliken charge in e.
Positions of all 79 atoms, in Å:
P (1.9452, 0.2096, -2.5487)  1.058
P (-0.2963, -2.5720, -2.5357)  1.129
C (2.1655, -1.5219, -3.1378)  -1.218
C (0.9139, -2.0558, -3.8232)  -0.518
H (2.4146, -2.1196, -2.2510)  0.337
H (3.0111, -1.5606, -3.8364)  0.761
H (0.4107, -1.3058, -4.4668)  0.094
H (1.1169, -2.9058, -4.5009)  0.689
C (0.3165, -3.8089, -1.3826)  -1.176
H (-0.2394, -3.7441, -0.4325)  0.418
H (1.3910, -3.7010, -1.1630)  0.373
H (0.1444, -4.8013, -1.8306)  0.444
C (-1.4070, -3.3733, -3.7466)  -1.776
H (-0.8805, -4.1483, -4.3181)  0.527
H (-1.7307, -2.5793, -4.4388)  0.489
H (-2.2872, -3.7861, -3.2469)  0.403
C (3.3682, 0.5745, -1.4553)  -1.283
H (3.0936, 1.3957, -0.7798)  0.319
H (4.1956, 0.8912, -2.0925)  0.642
H (3.7007, -0.2915, -0.8666)  0.399
C (2.5814, 1.0054, -4.1183)  -1.663
H (1.8602, 0.9870, -4.9473)  0.337
H (3.4994, 0.5143, -4.4699)  0.552
H (2.8291, 2.0621, -3.9240)  0.449
Sn (1.9976, -0.4983, 1.2823)  1.079
C (-2.8647, -1.1578, -2.7845)  -1.202
C (-1.7891, -1.4989, -1.9030)  0.205
C (-1.0956, -0.3783, -1.0599)  1.114
C (-0.7791, 0.9475, -1.7656)  -1.250
C (-0.0548, 0.9044, -3.1258)  0.081
C (-0.7489, 0.4587, -4.2650)  -1.390
C (-2.2203, 0.7186, -4.4174)  -1.094
C (-3.1869, 0.1403, -3.3302)  -0.659
C (2.4437, 1.6508, 1.6007)  -1.796
H (-3.5617, -1.9645, -3.0140)  0.540
H (-2.1060, -2.3369, -1.2437)  1.066
H (-0.1558, -0.7911, -0.5979)  -0.486
H (-1.7515, -0.1615, -0.1867)  -1.184
H (-1.7165, 1.5257, -1.8432)  0.611
H (-0.1533, 1.5057, -1.0480)  0.517
H (0.3469, 1.9249, -3.2448)  1.001
H (-0.1943, 0.3948, -5.2014)  0.515
H (-2.5255, 0.3106, -5.3848)  0.447
H (-2.4420, 1.8082, -4.4464)  0.322
H (-3.2775, 0.8737, -2.5132)  0.286
H (-4.2068, 0.0754, -3.7779)  0.509
H (2.2529, 2.0149, 2.6140)  0.424
H (1.7673, 2.1694, 0.9097)  0.608
H (3.4715, 1.9210, 1.3486)  0.594
C (-1.7900, 2.6964, 1.2680)  -1.042
C (-2.3745, 1.8100, 2.3711)  0.485
C (-2.9184, 0.4671, 1.8951)  -1.676
C (-1.3796, 1.6669, 3.5079)  0.343
C (-1.4572, 2.5891, 4.5529)  -0.738
C (-0.5532, 2.5404, 5.5948)  -1.303
C (0.3419, 1.4980, 5.6632)  -0.217
C (0.4612, 0.5456, 4.6573)  0.147
C (1.4581, -0.6151, 4.8159)  0.663
C (2.8669, -0.0466, 4.9859)  -1.305
C (1.0774, -1.4994, 6.0113)  -1.597
C (-0.2845, 0.7397, 3.4611)  0.859
O (0.1182, 0.1682, 2.3398)  -0.633
H (-0.8811, 2.2566, 0.8339)  -0.170
H (-1.5186, 3.6807, 1.6759)  0.490
H (-2.5253, 2.8486, 0.4688)  0.393
H (-3.2311, 2.3647, 2.7885)  0.587
H (-2.1013, -0.2173, 1.6526)  0.205
H (-3.5010, 0.0039, 2.7003)  0.450
H (-3.5701, 0.6122, 1.0292)  0.396
H (-2.2264, 3.3714, 4.5430)  0.400
H (-0.5609, 3.3117, 6.3893)  0.333
H (0.9746, 1.3751, 6.5514)  0.329
H (1.4203, -1.2266, 3.9052)  -0.162
H (2.9034, 0.5398, 5.9131)  0.317
H (3.6225, -0.8393, 5.0504)  0.397
H (3.1240, 0.6130, 4.1467)  0.264
H (0.0431, -1.8454, 5.9184)  0.392
H (1.7175, -2.3842, 6.0697)  0.444
H (1.1780, -0.9472, 6.9506)  0.305

Results
Total charge   +2
Frontier orbital gap (spin up / spin down)   3.78 / 3.19 eV
Energy relative to the best compared isomer or geometry (same formula, charge and spin)   57.90 kcal per mole
F_max   4.24 eV/Å
Electronic energy   -55212.996 eV



# 3
Formula: C5H11O2Si
Source: OMol25
Level of theory: ωB97M-V/def2-TZVPD

Last column: Mulliken charge in e.
Positions of all 19 atoms, in Å:
C (3.6226, -0.5099, -0.6652)  0.409
C (-2.2258, -0.9659, -1.0096)  -0.676
C (1.7621, 0.3560, 2.0305)  -1.198
C (0.9933, 1.3810, -0.4201)  -0.935
C (-1.5353, -1.6635, 0.1272)  -0.729
O (3.6917, -1.1915, -1.6350)  -0.510
O (4.3449, 0.2234, -0.0015)  -0.548
Si (1.5435, -0.3137, 0.2655)  0.132
H (-1.5381, -1.0154, -1.9498)  0.163
H (-3.1996, -1.2041, -1.3573)  0.365
H (-2.3651, 0.0131, -0.6044)  0.213
H (1.6913, -0.4030, 2.8227)  0.318
H (2.7504, 0.8880, 2.0056)  0.320
H (1.1152, 1.1239, 2.1944)  0.416
H (1.1804, 1.4820, -1.4573)  0.388
H (-0.1279, 1.2365, -0.3603)  0.073
H (1.3892, 2.1663, 0.2330)  0.334
H (-1.4174, -2.8063, 0.0646)  0.237
H (-1.9492, -1.3989, 1.1660)  0.229

Results
Total charge   -1
Frontier orbital gap (spin up / spin down)   5.91 / 7.13 eV
Energy relative to the best compared isomer or geometry (same formula, charge and spin)   106.76 kcal per mole
F_max   3.17 eV/Å
Electronic energy   -17333.704 eV